Computed, not measured: the molecule C11H13N, with ωB97M-V/def2-TZVPD.

Output
SMILES: c1ccc2c(c1)C[C@@H]1CC[C@H]2N1
M (u): 159.2
Relative energy (zero: lowest compared OMol25 entry of this formula, charge and spin) (kcal/mol): 112.7
LUMO level (eV): 0.92
HOMO (eV): -8.3
Calculated total energy (a.u.): -481.53575

Last column: Mulliken charge in e.
Geometry (Å):
C: -3.0982 0.4881 -0.1534  -0.848
C: -2.8279 -0.9666 -0.0956  -0.228
C: -1.5150 -1.3814 0.1553  -0.380
C: -0.4397 -0.5317 0.1869  0.357
C: -0.6478 0.8282 0.1646  0.613
C: -1.9127 1.2880 -0.0703  -0.430
C: 0.5736 1.7971 -0.0104  -1.082
C: 2.0185 1.0008 0.0762  0.187
C: 2.1555 0.0040 -1.1498  -0.909
C: 1.8626 -1.4258 -0.5310  -0.727
C: 0.9441 -1.1083 0.5101  -0.145
N: 1.8394 -0.0276 1.2031  -0.536
H: -4.0302 0.7097 -0.5473  0.426
H: -3.4565 -1.9680 -0.6069  0.155
H: -1.2932 -2.5352 0.0913  0.211
H: -1.9524 2.3627 0.1311  0.314
H: 0.4084 2.1360 -1.1853  0.241
H: 0.4417 2.8811 0.3723  0.406
H: 2.9292 1.7272 0.3653  0.340
H: 3.0896 -0.0579 -1.6515  0.426
H: 1.4604 0.3387 -2.0399  0.282
H: 2.9149 -1.9471 -0.3561  0.335
H: 1.4289 -1.8871 -1.2716  0.443
H: 0.7128 -1.7554 1.5932  0.289
H: 1.7921 0.2336 2.1884  0.259

Computed, not measured: the molecule C11H13N3O, with ωB97M-V/def2-TZVPD.

Output
SMILES: CC1=CN([C@@]2(n3ccnc3)CO2)C=CC1
M (u): 203.2
Relative energy (zero: lowest compared OMol25 entry of this formula, charge and spin) (kcal/mol): 100.3
LUMO level (eV): 0.72
HOMO (eV): -7.6
Calculated total energy (a.u.): -666.31834

Last column: Mulliken charge in e.
Geometry (Å):
C: -1.4489 0.9399 3.2818  -1.435
C: -1.0728 1.1362 1.8194  0.108
C: -0.5843 0.0938 1.1194  -0.167
N: -0.3478 0.2461 -0.2559  0.233
C: -0.0466 -0.9476 -1.0087  0.306
N: 1.2884 -1.1455 -1.3100  0.247
C: 2.1212 -2.3198 -1.0735  -0.379
C: 3.2018 -2.1074 -1.8488  -0.313
N: 3.1151 -0.9262 -2.5047  -0.663
C: 1.9855 -0.4217 -2.1423  0.192
C: -0.9648 -2.1292 -0.7295  -0.714
O: -1.0280 -1.3825 -1.9109  -0.490
C: -0.7142 1.4097 -0.9101  -0.187
C: -0.9750 2.5267 -0.3074  -0.677
C: -0.9661 2.5327 1.1750  -0.506
H: -0.6561 1.1585 3.9448  0.333
H: -1.9371 -0.0185 3.5721  0.325
H: -2.2014 1.7599 3.7144  0.289
H: -0.6477 -1.0408 1.2811  0.454
H: 1.6846 -3.2456 -0.6882  0.257
H: 4.0253 -2.8329 -2.1243  0.349
H: 1.7919 0.6020 -2.5351  0.276
H: -0.4040 -3.1188 -0.8684  0.236
H: -1.7669 -1.8799 -0.1075  0.529
H: -0.4861 1.5347 -1.9946  0.303
H: -1.3580 3.4148 -0.7345  0.409
H: 0.0092 2.8922 1.5438  0.250
H: -1.6172 3.2694 1.6027  0.434

Computed, not measured: the molecule C11H13N3O, with ωB97M-V/def2-TZVPD.

Output
SMILES: C/C(O)=C1\C=CC=C[C@@H]1[C@@H]1C=CNN=N1
M (u): 203.2
Relative energy (zero: lowest compared OMol25 entry of this formula, charge and spin) (kcal/mol): 122.6
LUMO level (eV): 0.57
HOMO (eV): -7.0
Calculated total energy (a.u.): -666.28285

Last column: Mulliken charge in e.
Geometry (Å):
C: 1.7370 1.8993 1.1055  -1.412
C: 1.4174 1.1716 -0.2174  1.048
O: 2.4596 1.2437 -1.0749  -0.620
C: 0.2051 0.6642 -0.3653  0.428
C: -0.8159 0.8842 0.6165  -0.751
C: -2.1715 0.6503 0.3582  -0.482
C: -2.5960 0.1865 -0.9496  -0.686
C: -1.6553 -0.0207 -1.8771  -0.816
C: -0.2424 -0.1654 -1.5329  0.049
C: 0.1642 -1.7471 -1.0112  -0.191
C: -0.8251 -2.2379 0.1231  -0.583
C: -0.3496 -1.9691 1.3043  -0.642
N: 0.9639 -1.3902 1.4993  0.298
N: 1.8270 -1.4584 0.5017  -0.474
N: 1.5156 -1.6396 -0.6852  -0.221
H: 2.2356 1.1833 1.7996  0.231
H: 2.5549 2.5731 0.7620  0.440
H: 0.9545 2.5393 1.5183  0.404
H: 2.3587 0.7678 -1.9840  0.373
H: -0.5471 1.2771 1.5928  0.270
H: -2.8092 0.8741 1.2478  0.330
H: -3.6116 0.4531 -1.0887  0.530
H: -1.9558 -0.2445 -2.8882  0.337
H: 0.3705 -0.1717 -2.4376  0.291
H: 0.1238 -2.3757 -1.8554  0.722
H: -1.8691 -2.5263 -0.0929  0.408
H: -0.8572 -2.1397 2.1613  0.475
H: 1.1844 -1.0640 2.4212  0.245

Computed, not measured: the molecule C11H13N3O, with ωB97M-V/def2-TZVPD.

Output
SMILES: C#CN(c1ncccn1)[C@@H]1CC[C@@H](O)C1
M (u): 203.2
Relative energy (zero: lowest compared OMol25 entry of this formula, charge and spin) (kcal/mol): 90.1
LUMO level (eV): 0.47
HOMO (eV): -8.3
Calculated total energy (a.u.): -666.33466

Last column: Mulliken charge in e.
Geometry (Å):
C: 0.2864 2.7240 -0.7606  -0.722
C: -0.0750 1.5555 -0.7267  0.256
N: -0.3943 0.3426 -0.6050  0.089
C: -1.7857 0.0328 -0.1514  0.272
N: -2.7567 0.9328 -0.2076  -0.544
C: -4.0588 0.6739 0.0838  -0.141
C: -4.4292 -0.5875 0.5059  -0.538
C: -3.3656 -1.5001 0.5329  -0.092
N: -2.0936 -1.2565 0.1504  -0.463
C: 0.5987 -0.6026 -0.2459  0.088
C: 1.1426 -0.4797 1.1785  -0.856
C: 2.6795 -0.4858 1.0513  -0.819
C: 2.8663 0.3354 -0.2099  0.571
O: 4.1374 0.2911 -0.7995  -0.567
C: 1.8671 -0.3736 -1.1143  -1.521
H: 0.3535 3.7216 -0.9412  0.526
H: -4.7506 1.4793 0.0196  0.446
H: -5.5009 -0.9686 0.5452  0.306
H: -3.5087 -2.4966 0.7859  0.495
H: 0.2523 -1.6396 -0.5012  0.459
H: 0.7573 -1.1413 1.9156  0.422
H: 0.9420 0.6083 1.5777  0.274
H: 3.0597 0.0296 2.0006  0.343
H: 3.0961 -1.4303 1.0338  0.317
H: 2.5939 1.4196 -0.0530  0.110
H: 4.1213 -0.1780 -1.6033  0.333
H: 2.3481 -1.2874 -1.5970  0.534
H: 1.6168 0.2811 -1.8649  0.422